Entry from OMol25: a molecular structure, C22H45Ge2Te4Tl (ωB97M-V/def2-TZVPD).

ORCA input file:
```
! wB97M-V def2-TZVPD RIJCOSX def2/J DEFGRID3
* xyz -2 1
Tl -0.0568 0.1314 -0.0396
C 0.8140 2.5659 -0.6261
C 0.6067 2.9625 0.7414
C -0.6648 3.5190 0.8404
C -1.2516 3.5466 -0.4458
C -0.3582 2.9743 -1.3441
C -0.5261 2.9090 -2.8325
C -2.5683 4.1695 -0.7929
C -1.2533 4.0445 2.1120
C 1.6099 2.9446 1.8531
C 2.1617 2.3927 -1.2840
H 0.2157 2.2480 -3.2810
H -0.4020 3.9002 -3.2877
H -1.5155 2.5374 -3.1164
H -2.6735 4.2604 -1.8743
H -2.6498 5.1695 -0.3557
H -3.4004 3.5687 -0.4179
H -1.2727 3.2624 2.8769
H -2.2734 4.3892 1.9620
H -0.6550 4.8782 2.5004
H 1.2624 2.3399 2.6977
H 1.7794 3.9609 2.2278
H 2.5696 2.5409 1.5262
H 2.1754 1.5518 -1.9877
H 2.9456 2.2282 -0.5422
H 2.4194 3.2948 -1.8530
Te 1.5120 -0.7895 2.1456
Te 3.1855 -2.0036 0.3763
Te 1.5128 -3.0686 -1.4508
Te 0.4953 -0.8686 -2.6478
C -5.4149 -1.8237 4.3172
C -4.8966 -0.3921 4.4167
C -4.5051 0.2023 3.0605
C -3.2242 -0.3697 2.4889
Ge -2.6231 0.6082 0.8071
C -3.7727 -0.0785 -0.7120
C -5.2237 0.3569 -0.7510
C -5.8603 0.0058 -2.0953
C -7.3353 0.3837 -2.1826
H -5.6988 -2.1996 5.3024
H -4.6613 -2.4867 3.9008
H -6.2928 -1.8657 3.6736
H -4.0189 -0.3678 5.0679
H -5.6658 0.2384 4.8801
H -4.3690 1.2829 3.1735
H -5.3209 0.0534 2.3496
H -3.3357 -1.4277 2.2624
H -2.4288 -0.2939 3.2404
H -3.3645 1.9458 1.1082
H -3.7231 -1.1679 -0.7250
H -3.2875 0.2607 -1.6344
H -5.2913 1.4366 -0.5859
H -5.7767 -0.1398 0.0490
H -5.7555 -1.0690 -2.2612
H -5.3073 0.5145 -2.8908
H -7.9039 -0.1431 -1.4167
H -7.7473 0.1257 -3.1591
H -7.4601 1.4536 -2.0265
C -2.7368 -5.4894 -0.7058
Ge -2.6899 -3.9382 0.5959
C -4.7209 -3.5434 0.6542
C -2.4175 -4.9236 2.3410
C -1.2825 -2.6421 0.2691
H -3.5138 -6.1989 -0.4232
H -1.7874 -6.0196 -0.7211
H -2.9454 -5.1621 -1.7230
H -5.2417 -4.2567 1.2902
H -5.1483 -3.6150 -0.3464
H -4.9350 -2.5458 1.0281
H -3.3234 -5.4396 2.6527
H -2.1228 -4.2529 3.1463
H -1.6306 -5.6658 2.2295
H -1.3196 -1.9869 1.1690
H -1.6550 -2.0216 -0.5724
*
```

Energy relative to the best compared isomer or geometry (same formula, charge and spin) in kcal per mole: 60.6
Frontier orbital gap in hartree: 0.1642
E_HOMO in eV: -0.5

***

Entry from OMol25: 3 unconnected molecules or ions with the total composition C22H45N2O5P (ωB97M-V/def2-TZVPD).

ORCA input file:
```
! wB97M-V def2-TZVPD RIJCOSX def2/J DEFGRID3
* xyz 0 3
C -7.3149 0.8320 4.4931
C -6.5230 -0.2240 3.4709
C -7.6446 -1.2289 2.8223
O -7.1533 -2.0950 1.7375
C -5.7384 -2.4592 1.9089
O -5.3900 -3.5587 2.6340
P -4.2643 -1.4766 1.1013
O -4.8978 -0.5957 -0.0699
H -8.0734 1.5026 3.8706
H -6.5214 1.6044 4.9350
H -7.9413 0.2850 5.3166
H -5.9973 0.4684 2.6641
H -5.6942 -0.7465 4.1106
H -8.4725 -0.5246 2.3285
H -8.1931 -1.8279 3.6817
H -3.7759 -0.5721 2.1395
H -3.1976 -2.3500 0.6584
C 1.1949 -3.9966 -2.5956
C 0.7574 -2.8558 -1.6340
C 1.9673 -1.9338 -1.3134
C 2.9564 -2.5295 -0.3153
C 2.2388 -3.0143 0.9410
C 1.0789 -3.9942 0.6301
N 0.1350 -3.4585 -0.4067
O -0.6507 -2.4660 0.2070
C 1.6637 -5.3587 0.1689
C 0.3566 -4.3509 1.9705
C -0.2570 -2.0191 -2.4841
H 0.5480 -4.8751 -2.4952
H 1.1334 -3.6911 -3.6478
H 2.2303 -4.3084 -2.4422
H 1.6070 -0.9798 -0.9049
H 2.5047 -1.6849 -2.2381
H 3.5186 -3.3472 -0.7747
H 3.6967 -1.7682 -0.0408
H 2.9702 -3.4902 1.6075
H 1.8585 -2.1415 1.4849
H 0.8667 -6.0457 -0.1365
H 2.2161 -5.8427 0.9826
H 2.3742 -5.2766 -0.6522
H -0.0166 -3.4649 2.4985
H 1.0398 -4.8535 2.6643
H -0.4870 -5.0245 1.7963
H -1.1471 -2.6083 -2.7339
H 0.1980 -1.6915 -3.4266
H -0.5806 -1.1038 -1.9745
C 1.5254 5.6044 -0.2989
C 2.5902 5.1274 -1.3267
C 1.8959 4.6518 -2.6337
C 1.2410 3.2774 -2.5259
C 2.2220 2.2471 -1.9741
C 2.8601 2.6843 -0.6310
N 3.4440 4.0657 -0.6936
O 4.6429 3.9869 -1.4251
C 1.7953 2.6030 0.4986
C 3.9124 1.6080 -0.2068
C 3.3897 6.4297 -1.6680
H 1.8952 5.5206 0.7290
H 1.2613 6.6597 -0.4432
H 0.5846 5.0550 -0.3754
H 2.6304 4.6139 -3.4498
H 1.1362 5.3822 -2.9421
H 0.3460 3.3276 -1.8997
H 0.8999 2.9599 -3.5187
H 1.7009 1.2883 -1.8531
H 3.0038 2.0730 -2.7230
H 2.1949 2.9844 1.4448
H 1.4861 1.5655 0.6709
H 0.8768 3.1436 0.2756
H 4.6854 1.4491 -0.9687
H 3.4368 0.6337 -0.0478
H 4.4070 1.8873 0.7276
H 3.9195 6.8129 -0.7880
H 2.7175 7.2214 -2.0200
H 4.1199 6.2783 -2.4718
*
```

Frontier orbital gap (spin up / spin down) in hartree: 0.3189 / 0.3302
Expectation value of S²: 2.010
E_HOMO (spin up / spin down) in eV: -9.2 / -9.7